# 1
The following is a DFT calculation (the ωB97M-V functional and the def2-TZVPD basis) of a structure of composition C16H17AlNO6S.

Results
Relative energy (zero: lowest compared OMol25 entry of this formula, charge and spin) in kcal/mol: 0.0

The geometry in ORCA input format:
```
! wB97M-V def2-TZVPD RIJCOSX def2/J DEFGRID3
* xyz -1 1
C 1.85 -1.46 -6.15
C 0.53 -0.50 -6.27
O -0.31 -1.18 -7.28
C -0.31 -0.50 -4.92
O -0.03 0.46 -3.91
Al 1.49 1.48 -4.11
N 2.23 2.16 -2.42
C 3.43 2.50 -2.76
S 5.06 2.65 -3.16
H 2.04 -1.66 -5.02
H 1.61 -2.49 -6.61
H 2.77 -1.04 -6.68
H 0.77 0.52 -6.73
H 0.11 -0.90 -8.14
H -1.43 -0.38 -5.21
H -0.24 -1.57 -4.47
H 1.06 2.82 -4.92
H 2.71 0.84 -4.88
C 0.80 1.88 3.20
C 0.33 0.72 2.72
C 0.55 0.34 1.31
O 0.12 -0.71 0.86
C 1.32 1.27 0.46
C 1.79 2.42 0.94
C 1.57 2.81 2.35
O 2.00 3.86 2.80
H 0.64 2.18 4.23
H -0.24 0.03 3.33
H 1.48 0.97 -0.57
H 2.35 3.12 0.33
C -3.87 -2.85 5.93
C -3.30 -2.46 4.79
C -2.39 -1.30 4.74
O -1.88 -0.94 3.70
C -2.14 -0.58 6.01
C -2.70 -0.98 7.16
C -3.61 -2.14 7.20
O -4.13 -2.50 8.24
H -4.54 -3.70 5.98
H -3.48 -2.97 3.85
H -1.47 0.27 5.96
H -2.53 -0.46 8.09
*
```

Atomic partial charges in e from the natural (NBO) method, atoms 1 to 6:
1 C -0.655
2 C 0.057
3 O -0.750
4 C -0.061
5 O -0.940
6 Al 1.409

# 2
The following is a DFT calculation (the ωB97M-V functional and the def2-TZVPD basis) of the molecule C5H10O.

Results
SMILES: C=CC(C)(C)O
Relative energy (zero: lowest compared OMol25 entry of this formula, charge and spin) in kcal/mol: 15.9

The geometry in ORCA input format:
```
! wB97M-V def2-TZVPD RIJCOSX def2/J DEFGRID3
* xyz 0 1
C -0.21 -1.88 1.18
C -0.27 -1.14 0.09
C 0.14 0.32 0.00
C 1.28 0.46 -1.01
C -1.08 1.14 -0.45
O 0.64 0.82 1.23
H -0.52 -2.91 1.18
H 0.17 -1.50 2.11
H -0.64 -1.54 -0.84
H 2.13 -0.14 -0.68
H 1.59 1.50 -1.06
H 0.96 0.12 -1.99
H -1.89 1.03 0.27
H -0.81 2.19 -0.51
H -1.43 0.81 -1.42
H -0.05 0.73 1.90
*
```

Atomic partial charges in e from the natural (NBO) method, atoms 1 to 6:
1 C -0.405
2 C -0.191
3 C 0.199
4 C -0.608
5 C -0.620
6 O -0.714

# 3
The following is a DFT calculation (the ωB97M-V functional and the def2-TZVPD basis) of a cluster of 2 separate species, CH7N4 in total.

Results
Relative energy (zero: lowest compared OMol25 entry of this formula, charge and spin) in kcal/mol: 46.1

The geometry in ORCA input format:
```
! wB97M-V def2-TZVPD RIJCOSX def2/J DEFGRID3
* xyz 1 1
C 1.76 2.90 0.14
N 1.24 1.81 -0.05
N -0.04 0.10 -0.79
N -1.34 -1.74 0.36
N 0.52 0.81 0.07
H 1.16 3.82 -0.07
H 2.86 3.04 0.36
H -1.19 -1.14 1.21
H 0.21 0.08 -1.84
H -2.34 -1.76 0.13
H -1.09 -2.71 0.63
H -0.39 -1.02 -0.38
*
```

Atomic partial charges in e from the natural (NBO) method, atoms 1 to 6:
1 C -0.005
2 N -0.109
3 N -0.514
4 N -1.020
5 N 0.131
6 H 0.224

# 4
The following is a DFT calculation (the ωB97M-V functional and the def2-TZVPD basis) of the molecule C5H7NO2.

Results
Relative energy (zero: lowest compared OMol25 entry of this formula, charge and spin) in kcal/mol: 155.0
⟨S²⟩: 2.0104

The geometry in ORCA input format:
```
! wB97M-V def2-TZVPD RIJCOSX def2/J DEFGRID3
* xyz 0 3
C 0.24 1.64 -1.19
C 0.01 1.05 0.23
C -0.97 -0.11 0.13
C 0.27 -0.19 -0.73
C -1.05 -0.89 1.40
N 1.39 -1.03 -0.78
O 2.41 -0.39 -1.13
O 1.24 -2.22 -0.64
H -0.41 1.91 -1.95
H 1.16 2.17 -1.16
H 0.80 1.20 0.83
H -1.76 0.18 -0.42
H -1.51 -0.38 2.21
H -0.18 -1.15 1.88
H -1.63 -1.78 1.32
*
```

Atomic partial charges in e from the natural (NBO) method, atoms 1 to 6:
1 C -0.367
2 C -0.227
3 C -0.240
4 C 0.405
5 C -0.624
6 N 0.340

# 5
The following is a DFT calculation (the ωB97M-V functional and the def2-TZVPD basis) of the ion C5H10NO with charge -1.

Results
SMILES: C=CCCNC[O-]
Relative energy (zero: lowest compared OMol25 entry of this formula, charge and spin) in kcal/mol: 38.8

The geometry in ORCA input format:
```
! wB97M-V def2-TZVPD RIJCOSX def2/J DEFGRID3
* xyz -1 1
C 2.46 0.60 1.50
C 1.64 0.75 0.45
C 0.21 1.20 0.50
C -0.69 -0.03 0.36
N -0.73 -0.50 -0.99
C -1.75 -1.56 -1.45
O -2.96 -1.08 -1.70
H 3.13 -0.26 1.59
H 2.60 1.39 2.23
H 1.95 0.42 -0.55
H -0.06 1.74 1.40
H 0.02 1.87 -0.35
H -1.72 0.28 0.62
H -0.41 -0.79 1.09
H -0.76 0.20 -1.73
H -1.20 -1.93 -2.35
H -1.73 -2.31 -0.62
*
```

Atomic partial charges in e from the natural (NBO) method, atoms 1 to 6:
1 C -0.483
2 C -0.109
3 C -0.451
4 C -0.197
5 N -0.729
6 C 0.149

# 6
The following is a DFT calculation (the ωB97M-V functional and the def2-TZVPD basis) of the molecule C4H6INO.

Results
SMILES: C[C@@]1(I)N=CCO1
Relative energy (zero: lowest compared OMol25 entry of this formula, charge and spin) in kcal/mol: 22.5

The geometry in ORCA input format:
```
! wB97M-V def2-TZVPD RIJCOSX def2/J DEFGRID3
* xyz 0 1
C -1.50 0.96 -0.75
C -0.64 0.00 0.03
I -1.96 -1.38 1.19
N 0.17 -0.98 -0.85
C 1.31 -1.01 -0.33
C 1.48 -0.09 0.85
O 0.25 0.62 0.86
H -2.02 1.62 -0.06
H -2.23 0.41 -1.35
H -0.87 1.55 -1.41
H 2.09 -1.66 -0.71
H 1.62 -0.65 1.79
H 2.30 0.62 0.73
*
```

Atomic partial charges in e from the natural (NBO) method, atoms 1 to 6:
1 C -0.672
2 C 0.381
3 I -0.032
4 N -0.411
5 C 0.081
6 C -0.146

# 7
The following is a DFT calculation (the ωB97M-V functional and the def2-TZVPD basis) of the molecule C4H6O2.

Results
SMILES: C[C@H]1O[C@H]1C=O
Relative energy (zero: lowest compared OMol25 entry of this formula, charge and spin) in kcal/mol: 44.9

The geometry in ORCA input format:
```
! wB97M-V def2-TZVPD RIJCOSX def2/J DEFGRID3
* xyz 0 1
C 0.63 -0.04 -1.47
C -0.35 0.62 -0.55
O -1.50 -0.04 -0.04
C -0.52 0.37 0.90
C 0.03 -0.81 1.66
O 0.41 -0.71 2.80
H 1.56 0.55 -1.42
H 0.85 -1.08 -1.21
H 0.27 0.01 -2.50
H -0.59 1.65 -0.81
H -0.71 1.25 1.51
H -0.07 -1.78 1.13
*
```

Atomic partial charges in e from the natural (NBO) method, atoms 1 to 6:
1 C -0.642
2 C 0.090
3 O -0.469
4 C -0.065
5 C 0.412
6 O -0.500

# 8
The following is a DFT calculation (the ωB97M-V functional and the def2-TZVPD basis) of the molecule C6H12N2O4.

Results
SMILES: C[C@@H](O)[C@H](N)C(=O)NCC(=O)O
Relative energy (zero: lowest compared OMol25 entry of this formula, charge and spin) in kcal/mol: 41.9

The geometry in ORCA input format:
```
! wB97M-V def2-TZVPD RIJCOSX def2/J DEFGRID3
* xyz 0 1
C 0.45 -1.60 1.20
C 1.56 -0.75 0.55
O 2.55 -1.49 -0.11
C 0.98 0.37 -0.31
N 2.06 0.87 -1.12
C 0.31 1.49 0.47
O 0.69 2.20 1.41
N -0.96 1.79 0.00
C -1.91 0.94 -0.70
C -2.28 -0.32 0.02
O -3.00 -0.47 1.00
O -2.17 -1.22 -0.93
H 0.09 -2.39 0.50
H -0.27 -1.11 1.86
H 0.96 -2.21 1.99
H 1.92 -0.13 1.42
H 2.93 -0.85 -0.72
H 0.17 -0.01 -0.96
H 2.39 1.72 -0.82
H 1.92 0.58 -2.02
H -1.46 2.55 0.46
H -2.79 1.50 -0.82
H -1.58 0.60 -1.66
H -2.57 -2.07 -0.74
*
```

Atomic partial charges in e from the natural (NBO) method, atoms 1 to 6:
1 C -0.671
2 C 0.092
3 O -0.712
4 C -0.170
5 N -0.852
6 C 0.676

# 9
The following is a DFT calculation (the ωB97M-V functional and the def2-TZVPD basis) of a structure of composition C10H11Br2NO2.

Results
Relative energy (zero: lowest compared OMol25 entry of this formula, charge and spin) in kcal/mol: 74.0

The geometry in ORCA input format:
```
! wB97M-V def2-TZVPD RIJCOSX def2/J DEFGRID3
* xyz 0 1
C 1.10 3.22 0.06
C 0.71 2.24 -0.81
C 2.14 3.05 1.04
C 1.42 0.85 -0.78
C 2.79 1.84 1.07
C 2.57 0.76 0.16
C 0.45 -1.13 0.22
C -2.52 -1.29 -0.92
C -1.31 -2.17 -1.00
C 3.40 -0.33 0.09
N 1.20 -1.05 1.21
O 0.52 -0.22 -0.72
O -0.44 -2.10 0.26
Br 3.21 -1.74 -1.18
Br 4.93 -0.40 1.10
H 0.52 4.10 0.00
H -0.11 2.31 -1.41
H 2.37 3.75 1.78
H 1.84 0.79 -1.85
H 3.62 1.75 1.70
H -3.31 -1.89 -1.32
H -2.87 -1.27 0.21
H -2.45 -0.26 -1.35
H -0.72 -2.23 -1.91
H -1.81 -3.17 -0.97
H 1.07 -1.89 1.68
*
```

Atomic partial charges in e from the natural (NBO) method, atoms 1 to 6:
1 C -0.209
2 C -0.174
3 C -0.219
4 C 0.050
5 C -0.148
6 C -0.152

# 10
The following is a DFT calculation (the ωB97M-V functional and the def2-TZVPD basis) of a structure of composition C3H12N2O.

Results
Relative energy (zero: lowest compared OMol25 entry of this formula, charge and spin) in kcal/mol: 166.9

The geometry in ORCA input format:
```
! wB97M-V def2-TZVPD RIJCOSX def2/J DEFGRID3
* xyz 0 1
N 0.52 -0.50 2.75
C -0.27 0.21 0.49
C -1.73 -0.10 0.69
C 0.38 -0.68 -0.57
N 1.52 -0.02 -1.10
H 1.26 -1.19 2.83
H -0.12 1.26 0.23
H 0.23 -0.11 1.60
H -1.78 -1.16 0.89
H -2.16 0.45 1.53
H -2.35 0.18 -0.17
H -0.30 -0.89 -1.41
H 0.66 -1.64 -0.13
H 2.17 0.34 -0.42
H 1.13 0.74 -1.70
H 0.45 0.03 3.62
H -0.38 1.31 -3.19
O -0.43 0.94 -2.30
*
```

Atomic partial charges in e from the natural (NBO) method, atoms 1 to 6:
1 N -0.928
2 C -0.050
3 C -0.668
4 C -0.275
5 N -0.803
6 H 0.379

# 11
The following is a DFT calculation (the ωB97M-V functional and the def2-TZVPD basis) of a cluster of 7 separate species, C6H27NO8 in total.

Results
SMILES: COCCNCCOC.O.O.O.O.O.O
Relative energy (zero: lowest compared OMol25 entry of this formula, charge and spin) in kcal/mol: 70.3

The geometry in ORCA input format:
```
! wB97M-V def2-TZVPD RIJCOSX def2/J DEFGRID3
* xyz 0 1
C 1.31 3.08 -3.31
O 2.42 2.63 -2.48
C 3.07 1.48 -3.05
C 2.88 0.20 -2.28
N 1.52 -0.18 -2.12
C 1.40 -1.39 -1.42
C -0.02 -1.82 -1.32
O -0.76 -0.69 -1.11
C -2.13 -0.75 -1.59
H 1.74 3.14 -4.32
H 1.04 4.13 -3.06
H 0.43 2.48 -3.28
H 4.18 1.66 -3.03
H 2.77 1.41 -4.09
H 3.47 0.21 -1.31
H 3.48 -0.52 -2.92
H 1.06 0.56 -1.57
H 1.85 -1.44 -0.49
H 1.91 -2.19 -1.96
H -0.20 -2.57 -0.58
H -0.42 -2.24 -2.30
H -2.62 -1.62 -1.12
H -2.09 -0.97 -2.62
H -2.60 0.16 -1.21
O -4.31 -0.74 3.69
H -5.18 -1.07 3.55
H -3.61 -1.46 3.82
O 2.34 1.20 2.14
H 1.39 1.46 1.98
H 2.84 1.72 2.79
O -2.06 -2.41 4.70
H -1.44 -1.97 4.05
H -1.98 -3.34 4.39
O -0.48 0.65 1.67
H -1.35 0.90 2.05
H -0.59 0.34 0.78
O -3.04 1.34 2.55
H -3.44 0.49 2.98
H -3.75 2.03 2.62
O 0.05 -1.50 3.12
H 0.99 -1.66 3.15
H -0.10 -0.71 2.55
*
```

Atomic partial charges in e from the natural (NBO) method, atoms 1 to 6:
1 C -0.252
2 O -0.554
3 C -0.065
4 C -0.236
5 N -0.623
6 C -0.240

# 12
The following is a DFT calculation (the ωB97M-V functional and the def2-TZVPD basis) of a structure of composition C7H22CeN4O7.

Results
Relative energy (zero: lowest compared OMol25 entry of this formula, charge and spin) in kcal/mol: 0.0
⟨S²⟩: 0.7531

The geometry in ORCA input format:
```
! wB97M-V def2-TZVPD RIJCOSX def2/J DEFGRID3
* xyz 1 2
O 1.21 -3.49 -0.50
H 0.50 -4.18 -0.61
Ce -0.15 -0.25 -0.11
N 0.17 1.39 -1.61
N -1.94 1.38 -0.01
O 1.34 1.58 -2.41
O -3.20 1.50 0.67
C -0.77 2.36 -1.81
C -1.90 2.34 -0.94
C -0.55 3.35 -2.88
C -3.10 3.21 -1.12
H 0.28 3.01 -3.54
H -0.31 4.33 -2.42
H -1.49 3.45 -3.44
H -3.73 3.16 -0.23
H -3.67 2.80 -1.98
H -2.78 4.24 -1.34
H 1.91 0.79 -2.36
H -3.22 0.78 1.32
O 0.47 1.95 1.48
H 1.28 2.49 1.67
H -0.28 2.57 1.62
C -1.60 -1.76 -1.13
H -1.11 -2.70 -1.47
H -2.07 -1.23 -2.00
H -2.46 -1.98 -0.46
O 2.47 -1.58 -2.41
H 2.69 -2.50 -2.13
H 1.59 -1.71 -2.82
C 3.28 -2.89 3.37
O 3.04 -2.45 2.02
C 1.96 -1.75 1.76
O 1.93 -0.94 0.79
N 0.96 -1.87 2.65
N -0.34 -1.25 2.37
H 2.60 -2.48 4.11
H 4.28 -2.52 3.59
H 3.27 -3.97 3.41
H 0.98 -2.62 3.35
H -1.05 -2.00 2.43
H -0.51 -0.58 3.14
*
```

Atomic partial charges in e from the Mulliken method, atoms 1 to 6:
1 O -0.850
2 H 0.109
3 Ce 0.888
4 N 0.366
5 N 0.451
6 O -0.454

# 13
The following is a DFT calculation (the ωB97M-V functional and the def2-TZVPD basis) of a structure of composition C53H55F10N7Sr.

Results
Relative energy (zero: lowest compared OMol25 entry of this formula, charge and spin) in kcal/mol: 9.9

The geometry in ORCA input format:
```
! wB97M-V def2-TZVPD RIJCOSX def2/J DEFGRID3
* xyz -2 1
Sr -0.23 0.13 -0.13
C -0.11 -6.03 2.93
C 0.15 -4.69 3.62
C -0.50 -3.54 2.91
C -1.69 -2.95 3.19
C -2.66 -3.28 4.28
C -3.75 -4.26 3.83
C -1.90 -1.96 2.15
N -0.85 -1.93 1.31
C 0.01 -2.91 1.71
C 1.15 -3.29 1.02
C 1.62 -2.85 -0.22
C 2.79 -3.35 -0.91
C 3.75 -4.36 -0.38
C 4.80 -3.75 0.55
C 2.84 -2.68 -2.10
C 1.68 -1.81 -2.13
C 1.29 -1.04 -3.24
C 0.10 -0.36 -3.44
N -0.91 -0.28 -2.53
C -1.94 0.36 -3.11
C -3.18 0.58 -2.50
C -3.57 0.20 -1.22
N -2.78 -0.37 -0.29
C -3.53 -0.59 0.81
C -3.11 -1.26 1.95
C -4.89 -0.10 0.59
C -4.92 0.39 -0.67
C -6.07 0.96 -1.43
C -6.67 -0.02 -2.43
C -6.02 -0.19 1.57
C -6.69 -1.57 1.56
C -1.58 0.76 -4.47
C -0.31 0.32 -4.67
C 0.55 0.45 -5.89
C 0.53 -0.80 -6.77
C -2.46 1.50 -5.41
C -3.50 0.60 -6.09
N 1.00 -1.92 -0.98
C 3.82 -2.87 -3.21
C 3.31 -3.83 -4.29
H 0.39 -6.86 3.45
H 0.24 -6.01 1.90
H -1.18 -6.25 2.90
H 1.23 -4.53 3.69
H -0.21 -4.74 4.65
H -3.12 -2.37 4.66
H -2.12 -3.71 5.13
H -4.30 -3.85 2.98
H -4.46 -4.46 4.64
H -3.31 -5.21 3.51
H 1.74 -4.07 1.49
H 4.26 -4.87 -1.21
H 3.21 -5.15 0.15
H 5.36 -2.96 0.04
H 5.52 -4.50 0.90
H 4.33 -3.30 1.42
H 1.99 -1.02 -4.07
H -3.92 1.09 -3.09
H -3.84 -1.35 2.75
H -5.75 1.87 -1.95
H -6.85 1.28 -0.72
H -5.91 -0.35 -3.15
H -7.49 0.43 -2.99
H -7.04 -0.91 -1.92
H -6.76 0.58 1.36
H -5.65 0.02 2.58
H -7.12 -1.78 0.58
H -7.49 -1.63 2.30
H -5.97 -2.35 1.77
H 1.57 0.68 -5.59
H 0.21 1.31 -6.48
H 0.87 -1.67 -6.20
H 1.18 -0.68 -7.64
H -0.48 -1.01 -7.12
H -1.86 1.98 -6.18
H -2.97 2.30 -4.88
H -3.02 -0.19 -6.67
H -4.15 1.17 -6.75
H -4.13 0.10 -5.34
H 4.77 -3.25 -2.81
H 4.06 -1.91 -3.67
H 3.11 -4.81 -3.86
H 4.02 -3.95 -5.11
H 2.37 -3.47 -4.70
C 2.60 -0.73 2.41
N 1.93 0.47 1.96
C 2.89 1.35 1.29
C 3.11 0.92 -0.16
N 2.05 1.42 -1.00
C 2.25 2.41 -1.84
C 1.10 2.96 -2.49
F -0.11 2.49 -2.11
C 1.11 3.94 -3.45
F -0.05 4.37 -3.99
C 2.31 4.50 -3.87
F 2.34 5.46 -4.84
C 3.46 4.04 -3.27
F 4.65 4.56 -3.65
C 3.45 3.05 -2.31
F 4.69 2.69 -1.85
C 1.23 1.06 3.10
C 0.59 2.41 2.85
N -0.29 2.37 1.71
C -0.93 3.51 1.44
C -1.87 3.53 0.37
F -2.07 2.38 -0.29
C -2.61 4.61 -0.02
F -3.48 4.50 -1.04
C -2.48 5.83 0.63
F -3.19 6.92 0.24
C -1.59 5.89 1.68
F -1.42 7.06 2.33
C -0.85 4.79 2.07
F -0.02 5.04 3.14
H 3.39 -0.50 3.14
H 3.04 -1.26 1.57
H 1.87 -1.40 2.87
H 3.84 1.36 1.86
H 2.50 2.37 1.28
H 3.05 -0.18 -0.17
H 4.13 1.15 -0.47
H 1.92 1.15 3.96
H 0.45 0.34 3.38
H 1.38 3.16 2.75
H 0.07 2.67 3.79
*
```

Atomic partial charges in e from the Mulliken method, atoms 1 to 6:
1 Sr 1.441
2 C -1.072
3 C -1.055
4 C 0.649
5 C 0.184
6 C -1.274

# 14
The following is a DFT calculation (the ωB97M-V functional and the def2-TZVPD basis) of the ion C4H10OS with charge +1.

Results
Relative energy (zero: lowest compared OMol25 entry of this formula, charge and spin) in kcal/mol: 35.9
⟨S²⟩: 0.7536

The geometry in ORCA input format:
```
! wB97M-V def2-TZVPD RIJCOSX def2/J DEFGRID3
* xyz 1 2
C 1.79 -1.06 0.21
O 2.18 -0.84 -1.20
C 0.31 -0.90 0.45
C -0.36 0.49 0.61
C -1.64 0.73 -0.19
S -1.93 2.59 -0.03
H 2.02 -2.10 0.32
H 2.38 -0.60 1.02
H 1.43 -0.78 -1.80
H 0.09 -1.35 1.43
H -0.31 -1.57 -0.14
H 0.46 1.07 0.16
H -0.60 0.78 1.63
H -1.51 0.44 -1.24
H -2.64 0.45 0.12
H -1.67 2.63 -1.35
*
```

Atomic partial charges in e from the natural (NBO) method, atoms 1 to 6:
1 C -0.080
2 O -0.718
3 C -0.438
4 C -0.448
5 C -0.465
6 S 0.655

# 15
The following is a DFT calculation (the ωB97M-V functional and the def2-TZVPD basis) of the molecule C4H4O3.

Results
SMILES: CC(=O)C(=O)C=O
Relative energy (zero: lowest compared OMol25 entry of this formula, charge and spin) in kcal/mol: 29.5

The geometry in ORCA input format:
```
! wB97M-V def2-TZVPD RIJCOSX def2/J DEFGRID3
* xyz 0 1
C -1.64 0.29 -0.48
C -0.40 -0.54 -0.33
O -0.12 -1.51 -0.98
C 0.60 -0.16 0.78
O 0.30 -0.08 1.94
C 2.03 0.08 0.31
O 2.24 0.72 -0.69
H -2.27 0.19 0.42
H -2.20 -0.05 -1.36
H -1.38 1.35 -0.58
H 2.84 -0.29 0.97
*
```

Atomic partial charges in e from the natural (NBO) method, atoms 1 to 6:
1 C -0.722
2 C 0.511
3 O -0.490
4 C 0.399
5 O -0.464
6 C 0.351